This record from the OMol25 dataset describes 14 unconnected molecules or ions with the total composition C81H181N9O14 at a distorted geometry. The level of theory is ωB97M-V/def2-TZVPD.

Last columns: bonded neighbours and bond lengths (Å).
Geometry (Å):
1 C -9.400 -5.796 0.013  C2 1.549, H12 1.090, H13 1.090, H14 1.090
2 C -10.243 -5.569 1.293  C1 1.549, C3 1.598, N7 1.475, C11 1.580
3 C -10.338 -3.986 1.484  C2 1.598, C4 1.558, H15 1.090, H16 1.090
4 C -11.341 -3.625 2.619  C3 1.558, C5 1.539, H17 1.090, H18 1.090
5 C -12.648 -4.370 2.290  C4 1.539, C6 1.558, H19 1.090, H20 1.090
6 C -12.559 -5.920 2.157  C5 1.558, N7 1.458, C9 1.542, C10 1.536
7 N -11.550 -6.240 1.154  C2 1.475, C6 1.458, O8 1.367
8 O -11.370 -7.577 0.932  N7 1.367, H30 0.960
9 C -12.471 -6.672 3.500  C6 1.542, H21 1.090, H22 1.090, H23 1.090
10 C -13.914 -6.236 1.508  C6 1.536, H24 1.090, H25 1.090, H26 1.090
11 C -9.367 -6.039 2.523  C2 1.580, H27 1.090, H28 1.090, H29 1.090
12 H -10.071 -5.730 -0.844  C1 1.090
13 H -8.913 -6.770 0.061  C1 1.090
14 H -8.553 -5.111 0.055  C1 1.090
15 H -9.321 -3.656 1.698  C3 1.090
16 H -10.609 -3.411 0.598  C3 1.090
17 H -11.329 -2.545 2.767  C4 1.090
18 H -11.045 -4.003 3.598  C4 1.090
19 H -13.052 -3.872 1.409  C5 1.090
20 H -13.317 -4.224 3.138  C5 1.090
21 H -11.530 -6.529 4.030  C9 1.090
22 H -13.141 -6.251 4.250  C9 1.090
23 H -12.759 -7.721 3.436  C9 1.090
24 H -13.982 -7.324 1.512  C10 1.090
25 H -14.706 -5.669 1.998  C10 1.090
26 H -13.871 -5.788 0.516  C10 1.090
27 H -8.362 -5.624 2.444  C11 1.090
28 H -9.090 -7.083 2.380  C11 1.090
29 H -9.618 -5.889 3.573  C11 1.090
30 H -12.150 -7.848 0.443  O8 0.960
31 C -11.538 12.724 0.278  C32 1.589, H42 1.090, H43 1.090, H44 1.090
32 C -11.169 11.685 1.421  C31 1.589, C33 1.560, N37 1.508, C41 1.511
33 C -12.430 10.913 1.920  C32 1.560, C34 1.511, H45 1.090, H46 1.090
34 C -12.258 9.579 2.606  C33 1.511, C35 1.527, H47 1.090, H48 1.090
35 C -11.121 8.702 2.088  C34 1.527, C36 1.534, H49 1.090, H50 1.090
36 C -9.835 9.524 1.930  C35 1.534, N37 1.503, C39 1.619, C40 1.545
37 N -10.119 10.682 1.015  C32 1.508, C36 1.503, O38 1.376
38 O -9.066 11.322 0.402  N37 1.376, H60 0.960
39 C -9.206 9.970 3.354  C36 1.619, H51 1.090, H52 1.090, H53 1.090
40 C -8.945 8.517 1.168  C36 1.545, H54 1.090, H55 1.090, H56 1.090
41 C -10.686 12.590 2.531  C32 1.511, H57 1.090, H58 1.090, H59 1.090
42 H -11.894 12.271 -0.648  C31 1.090
43 H -10.678 13.338 0.012  C31 1.090
44 H -12.346 13.389 0.583  C31 1.090
45 H -12.915 11.599 2.615  C33 1.090
46 H -13.088 10.863 1.053  C33 1.090
47 H -13.196 9.052 2.781  C34 1.090
48 H -12.166 9.812 3.667  C34 1.090
49 H -11.481 8.390 1.108  C35 1.090
50 H -11.003 7.741 2.590  C35 1.090
51 H -8.689 9.160 3.869  C39 1.090
52 H -8.239 10.408 3.105  C39 1.090
53 H -9.852 10.545 4.017  C39 1.090
54 H -9.330 8.530 0.148  C40 1.090
55 H -7.897 8.811 1.222  C40 1.090
56 H -8.731 7.521 1.556  C40 1.090
57 H -11.280 13.503 2.491  C41 1.090
58 H -9.624 12.799 2.398  C41 1.090
59 H -10.758 12.316 3.583  C41 1.090
60 H -9.207 11.031 -0.501  O38 0.960
61 C 8.592 -0.318 11.649  C62 1.555, H72 1.090, H73 1.090, H74 1.090
62 C 7.492 -0.641 10.599  C61 1.555, C63 1.523, N67 1.483, C71 1.518
63 C 6.505 0.510 10.458  C62 1.523, C64 1.516, H75 1.090, H76 1.090
64 C 7.006 1.674 9.626  C63 1.516, C65 1.510, H77 1.090, H78 1.090
65 C 7.345 1.203 8.232  C64 1.510, C66 1.544, H79 1.090, H80 1.090
66 C 8.344 0.028 8.156  C65 1.544, N67 1.526, C69 1.573, C70 1.540
67 N 8.055 -0.975 9.269  C62 1.483, C66 1.526, O68 1.294
68 O 8.704 -2.077 9.076  N67 1.294, H90 0.960
69 C 8.186 -0.596 6.721  C66 1.573, H81 1.090, H82 1.090, H83 1.090
70 C 9.723 0.706 8.274  C66 1.540, H84 1.090, H85 1.090, H86 1.090
71 C 6.631 -1.732 11.208  C62 1.518, H87 1.090, H88 1.090, H89 1.090
72 H 9.166 -1.245 11.668  C61 1.090
73 H 8.178 -0.089 12.631  C61 1.090
74 H 9.356 0.389 11.326  C61 1.090
75 H 5.550 0.067 10.173  C63 1.090
76 H 6.354 0.970 11.434  C63 1.090
77 H 7.967 1.920 10.079  C64 1.090
78 H 6.285 2.471 9.813  C64 1.090
79 H 7.658 1.993 7.549  C65 1.090
80 H 6.361 1.101 7.775  C65 1.090
81 H 8.138 0.310 6.117  C69 1.090
82 H 8.944 -1.246 6.283  C69 1.090
83 H 7.243 -1.139 6.774  C69 1.090
84 H 9.743 1.673 8.776  C70 1.090
85 H 10.551 0.139 8.700  C70 1.090
86 H 10.138 0.935 7.293  C70 1.090
87 H 7.144 -2.429 11.871  C71 1.090
88 H 5.939 -2.318 10.603  C71 1.090
89 H 5.979 -1.245 11.934  C71 1.090
90 H 8.020 -2.733 9.231  O68 0.960
91 C 2.443 2.627 -2.525  C92 1.578, H102 1.090, H103 1.090, H104 1.090
92 C 1.610 1.614 -1.647  C91 1.578, C93 1.527, N97 1.556, C101 1.511
93 C 1.488 2.306 -0.291  C92 1.527, C94 1.436, H105 1.090, H106 1.090
94 C 0.554 1.731 0.636  C93 1.436, C95 1.573, H107 1.090, H108 1.090
95 C -0.776 1.176 0.006  C94 1.573, C96 1.553, H109 1.090, H110 1.090
96 C -0.745 0.452 -1.368  C95 1.553, N97 1.515, C99 1.620, C100 1.510
97 N 0.220 1.235 -2.235  C92 1.556, C96 1.515, O98 1.386
98 O 0.331 0.614 -3.468  N97 1.386, H120 0.960
99 C -0.493 -1.112 -1.030  C96 1.620, H111 1.090, H112 1.090, H113 1.090
100 C -2.120 0.651 -1.957  C96 1.510, H114 1.090, H115 1.090, H116 1.090
101 C 2.496 0.398 -1.509  C92 1.511, H117 1.090, H118 1.090, H119 1.090
102 H 3.413 2.841 -2.078  C91 1.090
103 H 1.986 3.605 -2.672  C91 1.090
104 H 2.472 2.347 -3.578  C91 1.090
105 H 2.499 2.108 0.066  C93 1.090
106 H 1.317 3.381 -0.233  C93 1.090
107 H 0.274 2.362 1.479  C94 1.090
108 H 1.144 0.910 1.044  C94 1.090
109 H -1.264 2.127 -0.210  C95 1.090
110 H -1.407 0.615 0.696  C95 1.090
111 H -1.320 -1.544 -0.467  C99 1.090
112 H -0.395 -1.833 -1.842  C99 1.090
113 H 0.487 -1.210 -0.563  C99 1.090
114 H -2.975 0.214 -1.441  C100 1.090
115 H -2.330 1.703 -2.150  C100 1.090
116 H -2.183 0.039 -2.857  C100 1.090
117 H 2.293 -0.344 -0.737  C101 1.090
118 H 3.520 0.644 -1.229  C101 1.090
119 H 2.403 -0.127 -2.460  C101 1.090
120 H -0.406 0.934 -3.993  O98 0.960
121 C 8.650 9.389 -1.075  C122 1.532, H132 1.090, H133 1.090, H134 1.090
122 C 8.980 10.877 -0.915  C121 1.532, C123 1.561, N127 1.521, C131 1.545
123 C 10.526 10.880 -0.700  C122 1.561, C124 1.541, H135 1.090, H136 1.090
124 C 11.149 12.275 -0.899  C123 1.541, C125 1.603, H137 1.090, H138 1.090
125 C 10.924 12.693 -2.430  C124 1.603, C126 1.510, H139 1.090, H140 1.090
126 C 9.433 12.694 -2.667  C125 1.510, N127 1.408, C129 1.564, C130 1.528
127 N 8.858 11.458 -2.317  C122 1.521, C126 1.408, O128 1.428
128 O 7.531 11.533 -2.838  N127 1.428, H150 0.960
129 C 8.919 13.985 -1.950  C126 1.564, H141 1.090, H142 1.090, H143 1.090
130 C 9.259 13.042 -4.146  C126 1.528, H144 1.090, H145 1.090, H146 1.090
131 C 8.145 11.465 0.244  C122 1.545, H147 1.090, H148 1.090, H149 1.090
132 H 7.595 9.164 -1.236  C121 1.090
133 H 9.040 8.826 -0.228  C121 1.090
134 H 9.019 8.954 -2.004  C121 1.090
135 H 10.759 10.585 0.324  C123 1.090
136 H 10.973 10.205 -1.430  C123 1.090
137 H 12.228 12.321 -0.748  C124 1.090
138 H 10.930 12.987 -0.103  C124 1.090
139 H 11.235 11.842 -3.036  C125 1.090
140 H 11.510 13.459 -2.938  C125 1.090
141 H 9.250 14.990 -2.211  C129 1.090
142 H 7.836 13.879 -2.008  C129 1.090
143 H 8.978 13.815 -0.875  C129 1.090
144 H 9.577 12.277 -4.854  C130 1.090
145 H 8.264 13.140 -4.580  C130 1.090
146 H 9.840 13.884 -4.523  C130 1.090
147 H 8.740 11.976 1.001  C131 1.090
148 H 7.608 10.676 0.771  C131 1.090
149 H 7.405 12.105 -0.235  C131 1.090
150 H 7.102 11.961 -2.094  O128 0.960
151 C -4.445 0.947 8.893  C152 1.582, H162 1.090, H163 1.090, H164 1.090
152 C -5.117 1.172 10.307  C151 1.582, C153 1.518, N157 1.445, C161 1.507
153 C -4.541 2.454 10.880  C152 1.518, C154 1.498, H165 1.090, H166 1.090
154 C -5.064 3.799 10.480  C153 1.498, C155 1.560, H167 1.090, H168 1.090
155 C -6.616 3.671 10.573  C154 1.560, C156 1.495, H169 1.090, H170 1.090
156 C -7.286 2.506 9.917  C155 1.495, N157 1.458, C159 1.456, C160 1.535
157 N -6.557 1.296 10.277  C152 1.445, C156 1.458, O158 1.431
158 O -7.215 0.043 10.068  N157 1.431, H180 0.960
159 C -8.640 2.451 10.450  C156 1.456, H171 1.090, H172 1.090, H173 1.090
160 C -7.344 2.705 8.397  C156 1.535, H174 1.090, H175 1.090, H176 1.090
161 C -4.709 0.089 11.272  C152 1.507, H177 1.090, H178 1.090, H179 1.090
162 H -4.262 1.812 8.256  C151 1.090
163 H -5.027 0.223 8.323  C151 1.090
164 H -3.489 0.435 8.998  C151 1.090
165 H -4.690 2.479 11.959  C153 1.090
166 H -3.467 2.394 10.700  C153 1.090
167 H -4.915 4.119 9.449  C154 1.090
168 H -4.747 4.528 11.227  C154 1.090
169 H -7.238 4.465 10.160  C155 1.090
170 H -6.857 3.839 11.622  C155 1.090
171 H -8.770 2.354 11.528  C159 1.090
172 H -9.120 3.429 10.433  C159 1.090
173 H -9.325 1.677 10.101  C159 1.090
174 H -7.810 3.637 8.077  C160 1.090
175 H -6.430 2.632 7.806  C160 1.090
176 H -8.014 1.918 8.050  C160 1.090
177 H -5.078 -0.854 10.868  C161 1.090
178 H -5.069 0.200 12.295  C161 1.090
179 H -3.626 0.015 11.371  C161 1.090
180 H -7.833 0.039 10.803  O158 0.960
181 C 11.501 -2.148 -6.946  C182 1.566, H192 1.090, H193 1.090, H194 1.090
182 C 11.336 -1.730 -5.446  C181 1.566, C183 1.531, N187 1.483, C191 1.540
183 C 10.701 -2.973 -4.819  C182 1.531, C184 1.506, H195 1.090, H196 1.090
184 C 10.929 -3.062 -3.334  C183 1.506, C185 1.534, H197 1.090, H198 1.090
185 C 12.403 -3.082 -2.911  C184 1.534, C186 1.617, H199 1.090, H200 1.090
186 C 13.168 -1.782 -3.495  C185 1.617, N187 1.503, C189 1.571, C190 1.511
187 N 12.723 -1.654 -4.925  C182 1.483, C186 1.503, O188 1.391
188 O 13.491 -0.716 -5.605  N187 1.391, H210 0.960
189 C 12.830 -0.555 -2.573  C186 1.571, H201 1.090, H202 1.090, H203 1.090
190 C 14.646 -2.080 -3.393  C186 1.511, H204 1.090, H205 1.090, H206 1.090
191 C 10.501 -0.480 -5.108  C182 1.540, H207 1.090, H208 1.090, H209 1.090
192 H 10.548 -2.309 -7.451  C181 1.090
193 H 12.049 -3.076 -7.109  C181 1.090
194 H 11.914 -1.433 -7.657  C181 1.090
195 H 9.631 -2.783 -4.904  C183 1.090
196 H 10.963 -3.943 -5.242  C183 1.090
197 H 10.440 -3.959 -2.956  C184 1.090
198 H 10.419 -2.263 -2.796  C184 1.090
199 H 12.731 -4.057 -3.272  C185 1.090
200 H 12.497 -3.023 -1.827  C185 1.090
201 H 13.159 0.355 -3.075  C189 1.090
202 H 11.789 -0.628 -2.259  C189 1.090
203 H 13.302 -0.671 -1.597  C189 1.090
204 H 15.076 -1.877 -4.373  C190 1.090
205 H 15.136 -1.529 -2.590  C190 1.090
206 H 14.906 -3.138 -3.424  C190 1.090
207 H 10.534 -0.201 -4.055  C191 1.090
208 H 9.449 -0.679 -5.315  C191 1.090
209 H 10.794 0.462 -5.572  C191 1.090
210 H 13.701 -1.142 -6.440  O188 0.960
211 C -1.489 -14.669 -1.759  C212 1.571, H222 1.090, H223 1.090, H224 1.090
212 C 0.038 -14.767 -1.400  C211 1.571, C213 1.547, N217 1.447, C221 1.590
213 C 0.814 -14.647 -2.734  C212 1.547, C214 1.552, H225 1.090, H226 1.090
214 C 1.034 -13.181 -3.193  C213 1.552, C215 1.496, H227 1.090, H228 1.090
215 C 1.657 -12.307 -2.150  C214 1.496, C216 1.568, H229 1.090, H230 1.090
216 C 0.848 -12.373 -0.809  C215 1.568, N217 1.504, C219 1.494, C220 1.498
217 N 0.531 -13.798 -0.446  C212 1.447, C216 1.504, O218 1.346
218 O 0.065 -14.011 0.798  N217 1.346, H240 0.960
219 C 1.659 -11.801 0.309  C216 1.494, H231 1.090, H232 1.090, H233 1.090
220 C -0.414 -11.586 -0.990  C216 1.498, H234 1.090, H235 1.090, H236 1.090
221 C 0.537 -16.116 -0.723  C212 1.590, H237 1.090, H238 1.090, H239 1.090
222 H -2.139 -14.560 -0.891  C211 1.090
223 H -2.023 -15.560 -2.086  C211 1.090
224 H -1.772 -13.866 -2.439  C211 1.090
225 H 1.835 -15.018 -2.818  C213 1.090
226 H 0.175 -15.168 -3.446  C213 1.090
227 H 0.256 -12.617 -3.708  C214 1.090
228 H 1.913 -13.221 -3.837  C214 1.090
229 H 1.623 -11.335 -2.641  C215 1.090
230 H 2.740 -12.433 -2.147  C215 1.090
231 H 1.155 -11.828 1.275  C219 1.090
232 H 2.499 -12.478 0.463  C219 1.090
233 H 2.125 -10.856 0.032  C219 1.090
234 H -0.272 -10.541 -1.264  C220 1.090
235 H -0.973 -11.964 -1.846  C220 1.090
236 H -0.977 -11.755 -0.072  C220 1.090
237 H 1.590 -16.134 -0.440  C221 1.090
238 H 0.418 -16.968 -1.392  C221 1.090
239 H 0.089 -16.411 0.226  C221 1.090
240 H -0.859 -13.772 0.698  O218 0.960
241 C -2.761 -9.071 -12.756  C242 1.567, H252 1.090, H253 1.090, H254 1.090
242 C -2.440 -7.784 -11.922  C241 1.567, C243 1.563, N247 1.460, C251 1.509
243 C -3.448 -6.722 -12.468  C242 1.563, C244 1.496, H255 1.090, H256 1.090
244 C -3.667 -5.473 -11.674  C243 1.496, C245 1.507, H257 1.090, H258 1.090
245 C -3.944 -5.776 -10.224  C244 1.507, C246 1.655, H259 1.090, H260 1.090
246 C -2.939 -6.900 -9.543  C245 1.655, N247 1.501, C249 1.513, C250 1.511
247 N -2.667 -8.024 -10.500  C242 1.460, C246 1.501, O248 1.394
248 O -1.812 -8.992 -9.978  N247 1.394, H270 0.960
249 C -1.671 -6.184 -9.130  C246 1.513, H261 1.090, H262 1.090, H263 1.090
250 C -3.709 -7.454 -8.367  C246 1.511, H264 1.090, H265 1.090, H266 1.090
251 C -1.058 -7.246 -12.201  C242 1.509, H267 1.090, H268 1.090, H269 1.090
252 H -2.856 -8.873 -13.823  C241 1.090
253 H -3.729 -9.549 -12.605  C241 1.090
254 H -2.111 -9.888 -12.443  C241 1.090
255 H -3.219 -6.472 -13.504  C243 1.090
256 H -4.340 -7.322 -12.644  C243 1.090
257 H -4.490 -4.870 -12.057  C244 1.090
258 H -2.778 -4.848 -11.764  C244 1.090
259 H -4.975 -6.121 -10.302  C245 1.090
260 H -3.913 -4.856 -9.640  C245 1.090
261 H -1.298 -5.385 -9.771  C249 1.090
262 H -1.895 -5.663 -8.199  C249 1.090
263 H -0.845 -6.877 -8.967  C249 1.090
264 H -4.538 -8.104 -8.646  C250 1.090
265 H -2.953 -7.832 -7.679  C250 1.090
266 H -4.065 -6.570 -7.838  C250 1.090
267 H -0.721 -6.941 -13.192  C251 1.090
268 H -0.210 -7.863 -11.905  C251 1.090
269 H -0.995 -6.298 -11.667  C251 1.090
270 H -2.324 -9.784 -10.159  O248 0.960
271 O -3.371 2.220 -9.629  H272 0.957, H273 0.957
272 H -3.453 2.313 -10.578  O271 0.957
273 H -4.268 2.087 -9.322  O271 0.957
274 O -1.493 5.767 -5.476  H275 0.957, H276 0.957
275 H -1.289 4.965 -4.994  O274 0.957
276 H -2.159 5.502 -6.111  O274 0.957
277 O 3.750 1.233 -9.258  H278 0.957, H279 0.957
278 H 2.971 1.540 -8.794  O277 0.957
279 H 3.713 0.280 -9.185  O277 0.957
280 O 0.345 10.392 -6.621  H281 0.957, H282 0.957
281 H -0.455 10.912 -6.697  O280 0.957
282 H 0.038 9.499 -6.467  O280 0.957
283 O 8.433 7.441 -6.795  H284 0.957, H285 0.957
284 H 7.486 7.452 -6.656  O283 0.957
285 H 8.745 8.244 -6.378  O283 0.957

For the relative energy (zero: lowest compared OMol25 entry of this formula, charge and spin), the calculation gives 1044.2 kJ/mol. Its HOMO-LUMO gap is 7.598 eV. As for the HOMO energy: -7.40 eV.